{
  "formula": "C22H46N3OP2SeTi",
  "method": "ωB97M-V with the def2-TZVPD basis set",
  "multiplicity": 1,
  "lumo_ev": [-11.5, -11.5],
  "mol_weight_g_mol": 557.405,
  "homo_ha": [-0.64717, -0.64716],
  "total_charge": 3,
  "elements": ["Ti", "P", "P", "N", "C", "H", "H", "C", "H", "H", "C", "H", "H", "C", "H", "H", "C", "C", "H", "H", "H", "C", "C", "H", "H", "H", "C", "C", "H", "H", "H", "C", "C", "H", "H", "H", "C", "C", "H", "H", "H", "C", "H", "H", "H", "C", "H", "H", "H", "C", "H", "H", "H", "H", "H", "H", "H", "O", "H", "H", "C", "N", "C", "C", "N", "C", "C", "Se", "H", "H", "H", "H", "H", "H", "H", "H"],
  "coordinates": [[-0.05637, 0.14736, 0.10911], [-1.98498, 0.12791, -1.36354], [1.88404, -0.52727, 1.41026], [-0.76300, -1.93407, 0.60881], [-2.77898, -1.41831, -0.78421], [-3.85662, -1.23102, -0.68476], [-2.66185, -2.15276, -1.60111], [-2.23013, -2.01241, 0.50952], [-2.78147, -1.67122, 1.39076], [-2.36736, -3.11332, 0.48457], [-0.24634, -2.35624, 1.92410], [-0.42129, -3.45196, 1.85695], [-0.82930, -2.02421, 2.78591], [1.24301, -2.10438, 2.09156], [1.80846, -2.91061, 1.59041], [1.51559, -2.14675, 3.15268], [2.22377, 0.49873, 2.92994], [2.46926, 1.96651, 2.57567], [2.61836, 2.53419, 3.50491], [1.61392, 2.41696, 2.05213], [3.36572, 2.09601, 1.95326], [3.47982, -0.94644, 0.56932], [4.27050, 0.29788, 0.14165], [5.09282, -0.02409, -0.51483], [4.72350, 0.81055, 1.00234], [3.65541, 1.01175, -0.42302], [-1.76503, -0.05391, -3.18961], [-1.31640, 1.24522, -3.87112], [-1.01776, 1.00921, -4.90283], [-0.45168, 1.70361, -3.37401], [-2.13041, 1.98038, -3.92988], [-3.25452, 1.44181, -1.00888], [-2.67200, 2.84512, -1.18154], [-3.38584, 3.57536, -0.77344], [-2.50309, 3.09302, -2.23757], [-1.72589, 2.97995, -0.64129], [0.97630, 1.47363, -1.00123], [4.36918, -1.94412, 1.32530], [4.79358, -1.50395, 2.23574], [3.83917, -2.86534, 1.59263], [5.20464, -2.22202, 0.66791], [-2.95466, -0.68907, -3.92124], [-2.65705, -0.87406, -4.96223], [-3.25240, -1.65026, -3.48886], [-3.82709, -0.02528, -3.93785], [-4.57269, 1.28391, -1.77006], [-5.31410, 1.95843, -1.32223], [-4.47457, 1.57310, -2.82341], [-4.98719, 0.27065, -1.71543], [3.31383, -0.05581, 3.84865], [4.31873, 0.09074, 3.43346], [3.27757, 0.49425, 4.79871], [3.17722, -1.11690, 4.08898], [1.25448, 0.44802, 3.46054], [-3.44467, 1.29046, 0.07012], [3.11144, -1.43808, -0.34941], [-0.91637, -0.75932, -3.23008], [1.59764, 2.26586, -1.66046], [-0.56689, -2.81937, 0.12815], [0.90581, 0.12895, -1.27547], [-3.30264, 2.33822, 4.26624], [-2.55172, 3.30227, 3.46485], [-2.63072, 4.67831, 3.56900], [-1.74648, 5.16494, 2.66737], [-1.14277, 4.09607, 2.03068], [-0.11381, 4.24763, 1.02486], [-1.64800, 2.91755, 2.53220], [-1.24466, 1.08581, 2.17827], [-3.94369, 2.89639, 4.95416], [-2.62251, 1.69613, 4.84096], [-3.92249, 1.69616, 3.62704], [-3.28966, 5.14713, 4.26380], [-1.48557, 6.19343, 2.42431], [-0.47103, 4.91484, 0.22332], [0.79409, 4.69185, 1.46541], [0.13530, 3.27044, 0.59362]],
  "atomic_forces_ev_per_a": [[-1.665, 0.179, 2.677], [-1.513, 0.570, -1.704], [2.212, -0.096, 0.925], [0.537, 0.552, -0.546], [0.013, -0.637, -0.244], [0.258, -0.101, -0.024], [-0.017, 0.310, 0.301], [-1.272, -1.431, 0.092], [0.528, 0.346, -0.009], [-0.857, 0.564, 0.098], [-0.135, -1.714, 0.851], [0.292, 0.418, 0.962], [-0.116, 0.481, -0.352], [0.218, -0.634, -0.215], [-0.210, 0.349, 0.166], [-0.056, -0.050, -0.196], [-0.584, 0.301, 0.017], [0.154, 0.237, -0.008], [0.007, -0.119, -0.254], [0.210, -0.177, 0.085], [-0.304, 0.031, 0.256], [-0.075, -0.240, -0.402], [0.090, 0.058, -0.032], [-0.275, 0.121, 0.199], [-0.141, -0.181, -0.285], [0.220, -0.090, 0.157], [0.305, -0.316, -0.094], [0.028, 0.076, -0.088], [-0.072, 0.080, 0.319], [-0.205, -0.001, -0.143], [0.244, -0.250, 0.000], [0.238, 0.103, 0.508], [-0.073, 0.311, -0.027], [0.172, -0.144, -0.175], [-0.067, -0.020, 0.380], [-0.132, -0.105, -0.120], [3.034, 4.801, -2.926], [0.056, -0.017, 0.100], [-0.099, -0.201, -0.338], [0.226, 0.161, -0.034], [-0.240, 0.050, 0.171], [-0.122, -0.002, -0.052], [-0.075, 0.021, 0.274], [-0.005, 0.180, -0.179], [0.287, -0.250, -0.050], [-0.145, 0.003, -0.108], [0.178, -0.135, -0.063], [0.001, -0.071, 0.293], [0.065, 0.211, -0.074], [0.191, -0.074, 0.069], [-0.295, -0.020, 0.101], [-0.040, -0.102, -0.234], [0.101, 0.209, -0.063], [0.311, -0.077, -0.112], [0.010, -0.033, -0.297], [0.166, 0.025, 0.162], [-0.172, 0.064, -0.101], [-3.026, -4.129, 3.118], [0.874, 1.192, -1.002], [0.458, -0.557, -0.920], [-0.421, -0.235, 0.423], [0.242, -0.935, -0.178], [0.564, -1.075, -0.596], [0.299, 0.199, -0.299], [-0.540, -1.006, 0.570], [0.607, 0.391, -0.594], [0.052, 2.114, -0.033], [0.092, 0.377, -0.677], [0.126, -0.203, -0.141], [-0.125, 0.323, -0.109], [0.120, 0.322, 0.116], [-0.220, 0.232, 0.214], [-0.076, -0.396, 0.055], [0.109, -0.296, 0.325], [-0.379, -0.217, -0.117], [-0.143, 0.379, 0.233]]
}